# 1
{"formula": "C5H27O9", "method": "ωB97M-V/def2-TZVPD", "max_force_ha_per_bohr": 0.06288, "lumo_energy_ev": 3.007, "spin_multiplicity": 1, "charge": -1, "species": ["C", "O", "C", "C", "C", "C", "H", "H", "H", "H", "H", "H", "H", "H", "H", "H", "H", "H", "H", "O", "H", "H", "O", "H", "H", "O", "H", "H", "O", "H", "H", "O", "H", "H", "O", "H", "H", "O", "H", "H", "O"], "coordinates": [[-0.81849, 0.20619, -0.17311], [-0.46998, -0.37278, 1.08544], [-1.05153, 1.69820, 0.03297], [0.27234, 2.45087, 0.40975], [-0.11399, 3.88726, 0.83067], [1.04461, 2.62104, -0.94330], [-0.07049, 0.05138, -0.94243], [-1.73494, -0.21914, -0.59283], [-1.88280, 1.87020, 0.70576], [-1.35532, 2.20896, -0.86854], [0.84285, 1.88149, 1.13522], [0.68585, 4.24672, 1.48206], [-0.39582, 4.55927, 0.02965], [-1.02080, 3.81282, 1.44017], [0.38362, 2.45371, -1.78758], [1.70355, 1.74330, -0.96726], [1.61383, 3.54303, -1.06339], [0.04182, -2.71646, -1.13782], [0.36174, -3.38536, -2.61046], [-0.29773, -2.78955, -2.23790], [1.97848, -0.97964, 1.78582], [1.48075, -2.31957, 1.37109], [2.12965, -1.90827, 2.00487], [-1.51008, -1.33199, -4.29932], [-0.39672, -2.04864, -3.78887], [-0.65869, -1.63548, -4.64915], [0.74153, -0.43088, 3.44879], [0.26290, 0.62483, 2.49722], [0.84425, 0.51353, 3.28059], [-1.94002, -2.26483, -1.92246], [-3.37787, -2.24523, -1.42340], [-2.76187, -1.72902, -1.95228], [-0.24356, -1.33171, 0.83264], [-0.00230, -3.47008, 0.41193], [0.37532, -2.63749, 0.10125], [0.05502, 1.90742, 4.22738], [-1.42696, 1.93566, 3.94926], [-0.71912, 2.50823, 4.26595], [2.19726, -0.97282, -0.90536], [1.56631, -1.43043, -2.17764], [2.40648, -1.08702, -1.84019]], "atomic_forces_ev_per_a": [[-1.126, 0.897, 0.035], [-0.050, -0.610, -0.923], [1.315, -0.014, 0.154], [-1.751, 1.508, -2.262], [-0.285, -1.232, 1.737], [0.628, -1.937, 0.975], [0.554, -0.117, -0.024], [0.072, -0.218, 0.293], [0.035, -0.104, 0.721], [-0.364, -0.253, -0.586], [0.151, 0.394, 0.166], [-0.141, 0.623, -0.273], [0.493, 0.000, -0.440], [0.176, 0.195, 0.320], [-0.164, 0.406, -0.142], [0.430, 0.416, -0.489], [-0.026, -0.088, 0.208], [-0.058, 0.242, -0.176], [-0.225, -0.205, -0.006], [0.796, -0.181, 0.509], [0.243, 0.093, 0.318], [0.613, -0.019, 0.177], [-0.549, -0.003, -0.371], [-0.134, 0.250, -0.626], [0.347, 0.100, -0.543], [-0.420, -0.091, 0.931], [0.256, -0.069, 0.052], [0.291, -0.341, 0.181], [-0.231, 0.108, -0.099], [-0.069, 0.211, -0.323], [-0.097, 0.118, -0.050], [-0.088, -0.398, 0.113], [-0.042, 0.598, 0.305], [0.066, 0.148, 0.111], [-0.424, -0.534, -0.036], [-0.355, 0.208, -0.115], [0.033, 0.125, 0.024], [0.129, -0.162, 0.155], [0.201, -0.153, 0.065], [0.049, -0.005, -0.125], [-0.277, 0.093, 0.058]], "mulliken_charge": [0.28, -0.56, -1.75, 1.37, -1.80, -1.50, 0.01, 0.25, 0.45, 0.50, 0.17, 0.42, 0.39, 0.38, 0.32, 0.38, 0.40, 0.24, 0.27, -0.99, 0.31, 0.48, -0.74, 0.31, 0.46, -0.70, 0.34, 0.44, -0.76, 0.38, 0.29, -0.66, 0.36, 0.16, -0.91, 0.39, 0.28, -0.67, 0.30, 0.40, -0.68]}


# 2
{"formula": "C7H12O2", "method": "ωB97M-V/def2-TZVPD", "max_force_ha_per_bohr": 0.05797, "smiles": "CC1=CC(C)(C)C1(O)O", "lumo_energy_ev": 0.766, "spin_multiplicity": 1, "species": ["C", "C", "C", "C", "C", "C", "C", "O", "O", "H", "H", "H", "H", "H", "H", "H", "H", "H", "H", "H", "H"], "coordinates": [[-2.70614, 0.64118, 0.23285], [-1.25442, 0.41514, 0.00003], [-0.18979, 1.22372, -0.20385], [0.91516, 0.25809, -0.05418], [1.89092, 0.14316, -1.20821], [1.59580, 0.16470, 1.29961], [-0.51429, -0.87010, 0.02476], [-0.50656, -1.70481, -1.09296], [-0.72400, -1.65297, 1.13138], [-3.31183, -0.01336, -0.39608], [-2.95916, 0.42681, 1.27301], [-2.96510, 1.67824, 0.02116], [-0.13717, 2.26931, -0.47416], [1.44891, 0.48724, -2.14467], [2.79740, 0.71950, -1.01678], [2.18675, -0.89971, -1.35033], [0.86231, 0.18087, 2.10274], [2.16913, -0.76020, 1.38323], [2.28616, 1.00200, 1.42954], [-0.46240, -1.16100, -1.88646], [-0.42170, -2.54779, 0.92936]], "atomic_forces_ev_per_a": [[0.003, 0.095, -0.183], [0.143, 1.001, -0.215], [-1.268, -0.208, 0.115], [-0.997, -2.218, 0.534], [-0.199, -0.382, 0.004], [0.002, 0.423, -0.167], [2.735, 1.151, -0.281], [-0.543, -0.187, -0.176], [0.039, -0.079, 0.050], [-0.042, 0.002, 0.014], [0.001, -0.023, -0.018], [-0.074, -0.009, 0.020], [-0.087, 0.227, 0.201], [0.034, 0.043, -0.039], [0.019, 0.076, -0.037], [0.069, 0.002, 0.017], [0.008, 0.028, 0.054], [0.015, -0.026, -0.063], [0.076, 0.015, 0.147], [0.048, 0.011, 0.023], [0.017, 0.056, 0.000]], "mulliken_charge": [-1.38, 0.24, -1.00, 1.56, -1.69, -1.53, 0.61, -0.63, -0.55, 0.31, 0.28, 0.36, 0.39, 0.39, 0.45, 0.34, 0.37, 0.33, 0.42, 0.39, 0.36]}